(1)
{"formula": "C42H38ClIN5O4S2Ti", "method": "the ωB97M-V functional and the def2-TZVPD basis", "homo_lumo_gap_ev": [4.87, 7.47], "charge": 1, "multiplicity": 3, "homo_energy_ev": [-7.20, -10.01], "s_squared": 2.026, "symbols": ["C", "O", "C", "H", "H", "N", "O", "H", "Cl", "H", "H", "H", "H", "H", "H", "H", "H", "H", "C", "C", "C", "C", "C", "C", "C", "H", "H", "C", "H", "C", "C", "H", "C", "H", "H", "C", "C", "H", "C", "H", "H", "H", "H", "C", "C", "C", "H", "N", "C", "C", "H", "H", "C", "C", "C", "C", "C", "C", "C", "H", "C", "H", "S", "C", "C", "H", "Ti", "H", "C", "N", "C", "C", "H", "H", "C", "H", "N", "H", "C", "I", "H", "C", "O", "N", "H", "H", "O", "H", "C", "C", "C", "S", "C", "C"], "positions_angstrom": [[-2.28978, 6.25364, -0.58162], [0.67922, 0.77844, -0.70571], [2.74060, 1.69380, -1.44612], [1.09279, 2.56140, -3.27722], [1.31634, -5.18474, 2.47151], [-1.49181, -1.35955, -2.19958], [-1.17648, 1.45468, 1.29051], [6.33433, -1.31757, 2.92637], [-3.34805, 0.41375, -6.69114], [-0.39278, 3.44391, -0.54761], [-0.99629, -3.63015, -4.60874], [3.24158, 0.79286, -1.80607], [-0.99648, -4.40847, 2.79574], [0.55738, 0.12500, 5.11710], [-3.05394, 4.92883, 2.44502], [5.12586, -1.62603, 5.05916], [-0.85290, -3.30955, -2.16479], [1.30680, 2.42386, 4.64133], [0.51431, 0.51929, 4.09979], [-2.21926, -2.44954, 1.35623], [-3.09002, 0.47542, -4.97986], [1.86560, -1.56664, -3.35670], [-0.40587, -4.01375, 1.98207], [5.25476, -1.24968, 2.95096], [1.75527, -2.76686, -1.40834], [-1.94013, -1.84375, -6.04484], [3.01186, 1.82391, -0.40015], [-2.90475, 6.11800, 0.65325], [0.47400, 4.05652, 3.08529], [3.37119, -3.37302, -3.08735], [-3.45716, 1.53666, -2.84711], [-3.82574, 0.22368, 0.30247], [-4.67838, -1.23517, 1.60242], [-4.40703, 2.11799, -4.69119], [2.58735, -4.35923, 0.51193], [1.26009, 1.46629, -1.54495], [-1.68596, 4.09357, 1.02152], [-0.50663, 0.84071, 3.89637], [-1.84274, -1.70947, -4.97697], [-0.37697, 1.85865, -2.68783], [5.08179, -0.86579, 0.84669], [4.16542, -4.01334, -3.44771], [-3.00105, -3.96013, 2.67974], [0.51778, 3.34524, 2.25672], [0.87616, -4.46252, 1.79839], [-3.70716, 1.43925, -4.22349], [1.41136, 1.47944, 1.74704], [-0.19166, -2.47819, 0.09908], [1.03700, -3.05512, -0.15780], [-2.59892, 5.03381, 1.46723], [0.75559, 3.88561, 1.34236], [-2.53165, 7.09766, -1.21405], [4.55172, -0.99250, 1.78237], [3.16702, -0.90008, 1.81003], [-2.31913, -0.53624, -4.36102], [2.89826, -2.32576, -3.86905], [3.19218, -1.34588, 4.18271], [-1.20109, -2.50479, -2.79730], [1.59111, -3.98612, 0.69635], [2.65857, -1.48779, 5.11581], [-3.68035, -0.71273, 0.82304], [-0.91941, 5.39684, -1.99549], [-1.21804, 2.71393, 2.08593], [-2.06655, -0.40186, -2.97799], [2.50194, -1.06865, 3.01036], [2.53254, 2.69701, 2.34104], [-0.93195, -0.52886, -0.30327], [3.07887, 2.54640, -2.03181], [-0.91838, -3.01172, 1.15352], [0.60653, 2.05168, -2.56097], [-1.31807, -2.69349, -4.17452], [1.52325, 1.64169, 3.90718], [2.51739, 1.26301, 4.13797], [-5.62942, -0.72904, 1.67710], [-4.43718, -2.43795, 2.28634], [3.30920, -2.12360, -4.84821], [1.32406, -1.75045, -2.15341], [1.43275, -0.77197, -3.95478], [2.78883, -3.60181, -1.85958], [-4.70678, 2.69776, -1.62273], [3.11203, -4.44952, -1.27459], [-3.20698, -3.02972, 2.17134], [0.33970, -0.56086, 1.61987], [-2.47260, -1.29443, 0.66579], [-3.62277, 6.85555, 0.98633], [2.59610, -0.68445, 0.91457], [-2.07079, 0.81542, -1.00868], [-5.21325, -2.89281, 2.88689], [-2.51391, 0.72316, -2.23274], [-1.38011, 5.29906, -1.02028], [4.57506, -1.42658, 4.14965], [0.70126, -0.95884, 3.01148], [-1.08317, 4.20953, -0.22110], [1.54670, 2.25385, 2.50255]], "atomic_forces_ev_per_a": [[-0.129, 0.020, 0.021], [0.526, 0.009, -0.251], [-0.021, -0.032, -0.028], [0.036, 0.022, 0.038], [-0.025, -0.026, -0.016], [-0.210, -0.460, -1.200], [-0.052, 0.352, 0.173], [-0.004, -0.003, 0.019], [-0.042, 0.016, -0.035], [0.001, -0.025, -0.063], [-0.013, -0.029, 0.068], [-0.010, -0.021, -0.018], [-0.047, 0.086, 0.011], [-0.064, -0.056, -0.018], [-0.048, -0.019, -0.035], [-0.020, -0.017, 0.003], [0.098, 0.086, 0.038], [0.020, -0.029, 0.042], [0.211, -0.111, -0.299], [0.129, 0.082, -0.089], [-0.199, 0.180, 0.078], [0.103, 0.231, -0.079], [0.222, -0.030, 0.001], [0.006, -0.003, -0.081], [0.149, 0.136, -0.314], [-0.026, -0.018, -0.010], [-0.029, 0.025, 0.013], [0.021, 0.062, -0.026], [-0.038, 0.073, -0.052], [-0.018, 0.105, 0.029], [0.084, 0.026, 0.758], [0.061, -0.020, -0.051], [-0.047, -0.113, 0.075], [0.031, 0.018, -0.015], [-0.092, 0.010, 0.059], [0.029, 0.235, -0.194], [-0.113, -0.218, 0.114], [-0.121, -0.102, 0.063], [0.069, -0.178, 0.302], [-0.041, 0.039, 0.025], [-0.006, 0.007, 0.009], [0.001, -0.017, 0.033], [-0.017, 0.009, -0.020], [-0.111, -0.294, 0.017], [-0.269, -0.176, 0.455], [0.071, -0.214, -0.384], [0.047, -0.021, -0.063], [0.526, -0.778, -0.674], [-0.081, -0.537, 0.743], [0.046, -0.125, 0.096], [-0.004, -0.021, 0.063], [0.011, 0.006, 0.014], [0.040, -0.017, 0.066], [-0.070, 0.097, -0.124], [0.132, -0.023, 0.272], [-0.005, -0.050, 0.007], [-0.113, -0.034, 0.033], [-0.125, 0.170, 0.521], [0.073, 0.433, -0.457], [0.015, -0.022, 0.004], [-0.088, 0.056, -0.065], [0.011, 0.019, 0.019], [0.229, 0.488, -0.095], [-0.192, 0.116, -0.313], [-0.218, -0.005, -0.022], [-0.023, 0.045, -0.013], [2.866, 0.476, 0.990], [0.005, -0.005, 0.009], [-0.334, -0.223, -0.006], [-0.002, -0.220, 0.020], [-0.165, 0.012, -0.587], [-0.046, 0.024, -0.189], [0.036, 0.000, 0.077], [0.022, 0.038, -0.023], [0.135, 0.101, -0.098], [-0.057, 0.019, -0.015], [0.099, 0.114, 0.143], [-0.007, 0.124, 0.010], [0.090, -0.104, -0.017], [0.407, 0.063, -0.220], [-0.016, 0.036, -0.090], [-0.156, -0.006, 0.108], [0.296, 0.273, 0.151], [-1.969, -1.108, 1.320], [0.020, 0.005, 0.008], [-0.017, -0.038, -0.016], [-0.960, 0.904, -0.673], [0.020, -0.010, 0.030], [-0.516, 0.180, -0.492], [-0.014, -0.150, -0.084], [0.019, 0.000, 0.022], [0.150, 0.076, 0.457], [-0.109, 0.061, -0.140], [-0.064, -0.057, 0.129]]}

---

(2)
{"formula": "C24H14AuBr4O2P", "method": "the ωB97M-V functional and the def2-TZVPD basis", "homo_lumo_gap_ev": [7.50, 6.46], "multiplicity": 3, "homo_energy_ev": [-7.31, -8.39], "s_squared": 2.026, "symbols": ["Br", "C", "H", "H", "C", "H", "C", "C", "C", "P", "C", "H", "H", "H", "H", "O", "Br", "C", "C", "C", "H", "H", "C", "C", "H", "H", "C", "H", "H", "C", "Br", "C", "C", "C", "O", "Au", "C", "C", "C", "C", "H", "Br", "C", "C", "C", "C"], "positions_angstrom": [[-1.76627, -4.93216, -3.87070], [0.73411, -5.57051, 0.12158], [1.24273, 4.88798, 3.03673], [0.36897, 3.65228, 1.06099], [0.98856, 0.94425, -0.71887], [1.35853, 1.22166, 5.27987], [0.79120, 1.04927, 3.20964], [-2.97371, 2.98066, -1.54063], [0.10408, -4.28147, -0.10785], [-0.22166, 0.87803, 0.60239], [-0.62248, -4.07981, -1.41647], [3.59334, 2.19420, -2.46414], [-1.06641, 2.06954, -1.96259], [1.50796, -1.48900, -3.00264], [1.69883, 3.64847, 5.17658], [-1.20645, -2.96799, -1.67027], [1.73271, -5.72169, 1.71574], [1.61312, -0.54779, -2.49524], [2.59228, 0.36139, -2.91472], [0.78840, -0.23401, -1.40367], [-4.88294, 3.69620, -0.83391], [-4.34460, 3.24267, 1.54952], [1.31990, 3.14042, 4.30334], [-0.72021, -5.19895, -2.33565], [2.24162, 2.67616, -0.42834], [-3.12428, 3.22769, -2.57749], [0.61889, 3.13121, 1.98009], [0.73774, -0.03731, 3.24967], [-2.32807, 2.02618, 2.16556], [-1.81032, 2.30213, -1.19869], [0.09822, -7.69482, -3.41815], [1.02042, 3.82166, 3.13829], [2.00998, 1.83560, -1.07498], [-2.51031, 2.30027, 1.11433], [0.06987, -3.33311, 0.75437], [-0.57229, -1.36403, -0.32931], [-3.92008, 3.25568, -0.55888], [-1.57856, 1.90534, 0.15303], [0.68352, -6.54703, -0.83306], [0.51090, 1.71875, 1.99325], [3.25023, 0.09843, -3.72316], [1.72687, -8.14015, -0.60968], [2.79333, 1.53720, -2.18379], [1.12294, 1.75199, 4.35045], [-3.65228, 2.96745, 0.77079], [-0.01831, -6.38296, -2.05332]], "atomic_forces_ev_per_a": [[0.160, -0.048, 0.091], [-0.057, 0.922, -0.032], [-0.331, -0.290, 0.235], [0.053, 0.166, 0.186], [0.353, 0.529, -0.129], [-0.194, 0.129, -0.416], [-0.388, -0.059, -0.738], [0.229, -0.500, 0.423], [-0.609, 0.805, 0.391], [0.910, -0.936, -0.535], [-0.484, -0.352, -0.059], [0.251, 0.267, -0.065], [-0.236, -0.013, 0.203], [-0.088, -0.249, -0.199], [-0.088, 0.158, 0.052], [0.691, -1.131, 0.282], [-0.240, 0.003, -0.204], [-0.094, 0.447, 0.054], [-0.648, -0.278, 1.058], [0.789, -0.117, -1.209], [0.418, 0.005, 0.101], [-0.218, 0.027, 0.016], [-0.507, -0.768, -0.124], [0.887, -0.271, 1.175], [-0.078, 0.122, -0.238], [-0.214, 0.149, -0.126], [-0.021, -0.851, 0.541], [-0.135, 0.164, -0.036], [-0.132, 0.222, -0.484], [0.421, -0.345, 0.963], [-0.156, 0.181, 0.350], [0.602, 0.202, -1.185], [-0.087, -0.346, 0.166], [0.981, -0.866, 0.770], [0.147, -1.871, -1.138], [0.048, 0.595, 0.593], [-0.374, 0.375, -0.348], [-1.264, 1.428, -1.563], [0.817, -0.647, 0.179], [-0.010, 0.957, 1.990], [0.092, 0.041, -0.271], [-0.403, 0.486, 0.100], [-0.263, -0.159, 0.118], [0.894, 0.360, 0.389], [-0.555, 0.220, -0.241], [-0.868, 1.137, -1.082]]}

---

(3)
{"formula": "C2H2F6P", "method": "the ωB97M-V functional and the def2-TZVPD basis", "homo_lumo_gap_ev": 9.17, "charge": 1, "multiplicity": 1, "homo_energy_ev": -15.56, "symbols": ["F", "F", "F", "H", "H", "F", "C", "P", "F", "F", "C"], "positions_angstrom": [[0.66299, -2.36861, -1.13225], [-0.11616, -2.51554, 0.81923], [-0.73904, 3.00081, 0.23878], [-1.54278, -0.28324, 0.69856], [-1.56052, 0.08301, -1.15473], [1.68539, -1.27179, 0.49821], [0.61569, -1.79116, 0.02875], [0.00346, 1.58808, 0.02147], [1.05071, 2.03226, -0.97852], [0.93693, 1.44433, 1.25793], [-0.99666, 0.08186, -0.29744]], "atomic_forces_ev_per_a": [[0.618, 1.173, 0.573], [0.737, 1.131, 0.235], [1.116, -3.000, -0.197], [1.121, 1.265, -2.205], [-1.139, 0.046, -2.130], [-0.501, -0.285, -0.217], [-2.232, -0.370, -1.114], [-1.165, 1.217, 1.315], [-0.342, -0.561, -0.765], [-1.517, -0.192, -0.780], [3.303, -0.425, 5.285]]}

---

| no. | E (eV) |
| --- | --- |
| 1 | -125218.169 |
| 2 | -322358.096 |
| 3 | -27691.979 |